The following is a quantum chemistry calculation of a 3-piece molecular cluster, CH2N2O2S overall, from OMol25.

Element x y z (Å)
C  0.134  -1.482  0.921
N  -3.007  -0.640  -0.724
N  -2.411  -0.455  0.177
O  -0.314  -2.456  1.365
O  0.607  -0.537  0.462
S  1.953  2.276  -1.067
H  0.846  2.338  -0.258
H  2.192  0.957  -0.876

Values from the calculation:
Structure (SMILES): O=C=O.N#N.S
Charge: 0
Spin multiplicity: 1
E_tot (eV): -18981.328
Relative energy (zero: lowest compared OMol25 entry of this formula, charge and spin) (eV): 0.000
HOMO (eV): -9.643

natural (NBO) atomic charge list, values in e, 4 entries: 1.03 0.02 -0.02 -0.51

***

The following is a quantum chemistry calculation of a 3-piece molecular cluster, C26H50O12P2 overall, from OMol25.

Element x y z (Å)
C  0.867  3.581  -0.069
C  0.861  2.492  -1.159
C  2.278  1.869  -1.282
C  -0.105  1.346  -0.850
C  -1.582  1.815  -0.757
C  -1.893  2.604  -1.997
C  -2.244  3.888  -1.998
C  -2.466  4.535  -3.326
O  -3.344  5.338  -3.550
C  -1.496  4.062  -4.393
O  -1.004  4.983  -5.258
C  0.394  5.230  -5.061
C  0.747  6.685  -5.322
C  2.069  6.988  -4.589
O  -0.278  7.521  -4.837
C  -1.162  2.774  -4.410
C  -1.766  1.925  -3.342
O  -2.123  0.783  -3.526
H  0.394  3.261  0.862
H  1.890  3.863  0.186
H  0.392  4.503  -0.411
H  0.677  2.972  -2.123
H  3.029  2.652  -1.187
H  2.403  1.067  -0.556
H  2.371  1.479  -2.298
H  0.220  0.911  0.096
H  -0.071  0.618  -1.664
H  -1.628  2.519  0.076
H  -2.277  0.987  -0.622
H  -2.355  4.457  -1.084
H  1.015  4.547  -5.647
H  0.613  5.020  -4.008
H  0.968  6.818  -6.388
H  2.164  8.050  -4.368
H  2.121  6.449  -3.641
H  2.922  6.640  -5.174
H  -0.001  8.429  -4.982
H  -0.489  2.351  -5.142
O  -3.799  -0.833  1.212
P  -4.295  -1.751  2.244
O  -5.471  -1.034  3.067
C  -6.608  -0.518  2.364
C  -7.498  -1.613  1.808
O  -3.153  -1.710  3.387
C  -1.791  -1.567  2.968
C  -1.271  -0.154  3.057
O  -4.677  -3.274  2.293
C  -4.566  -4.117  3.453
C  -5.662  -3.887  4.467
H  -6.271  0.147  1.566
H  -7.159  0.084  3.085
H  -6.976  -2.200  1.048
H  -8.389  -1.181  1.352
H  -7.804  -2.300  2.596
H  -1.665  -1.899  1.935
H  -1.227  -2.249  3.608
H  -1.920  0.517  2.494
H  -0.263  -0.106  2.642
H  -1.246  0.209  4.086
H  -3.579  -4.034  3.903
H  -4.641  -5.132  3.063
H  -5.524  -2.948  5.001
H  -5.647  -4.697  5.198
H  -6.640  -3.863  3.987
O  3.330  -1.860  0.401
P  3.943  -3.027  1.038
O  5.518  -3.104  0.771
C  6.342  -1.975  1.094
C  6.482  -1.762  2.589
O  3.535  -4.312  0.146
C  2.359  -4.296  -0.671
C  2.734  -4.191  -2.132
O  3.740  -3.634  2.473
C  3.865  -5.027  2.810
C  5.298  -5.496  2.898
H  5.939  -1.081  0.613
H  7.316  -2.177  0.650
H  5.522  -1.512  3.045
H  7.178  -0.948  2.791
H  6.848  -2.666  3.075
H  1.698  -3.479  -0.383
H  1.830  -5.232  -0.481
H  3.376  -3.327  -2.302
H  1.843  -4.096  -2.754
H  3.286  -5.077  -2.449
H  3.280  -5.645  2.133
H  3.394  -5.114  3.790
H  5.752  -5.582  1.912
H  5.323  -6.480  3.369
H  5.899  -4.807  3.490

Values from the calculation:
Structure (SMILES): CC(C)CCC1=CC(=O)C(OC[C@H](C)O)=CC1=O.CCOP(=O)(OCC)OCC.CCOP(=O)(OCC)OCC
Charge: 0
Spin multiplicity: 1
E_tot (eV): -70923.217
Relative energy (zero: lowest compared OMol25 entry of this formula, charge and spin) (eV): 1.326
HOMO (eV): -9.335

Mulliken atomic charge list, values in e, 4 entries: -1.48 2.25 -1.67 -1.34

***

The following is a quantum chemistry calculation of C3H7CaO2 as an isolated structure, from OMol25.

Element x y z (Å)
C  0.553  -1.773  0.006
C  -0.727  -0.985  0.068
O  -0.342  0.442  0.238
C  -1.287  1.411  0.119
Ca  1.825  0.039  0.140
H  0.645  -2.473  0.848
H  0.641  -2.339  -0.932
H  -1.353  -1.192  0.948
H  -1.348  -1.041  -0.838
H  2.072  2.628  -0.524
H  -2.286  1.099  -0.190
O  2.599  1.786  -0.359
H  -0.992  2.397  0.476

Values from the calculation:
Charge: 0
Spin multiplicity: 2
E_tot (eV): -25755.296
Relative energy (zero: lowest compared OMol25 entry of this formula, charge and spin) (eV): 0.791
HOMO (spin up / spin down) (eV): -7.655 / -7.683
Expectation value of S²: 0.75

natural (NBO) atomic charge list, values in e, 4 entries: -1.16 -0.11 -0.64 -0.09

***

The following is a quantum chemistry calculation of one molecule with the formula C4H11OP, from OMol25.

Element x y z (Å)
C  -0.485  1.899  -0.862
C  1.329  -1.031  -1.381
C  -0.971  -0.069  2.178
C  1.063  -0.576  0.001
O  -1.568  -0.507  -0.584
P  -0.532  0.477  0.052
H  0.430  2.438  -0.597
H  -1.357  2.627  -0.829
H  2.235  -1.714  -1.596
H  0.524  -1.693  -1.552
H  1.350  -0.042  -1.868
H  -1.809  -0.679  2.115
H  -0.067  -0.425  2.546
H  -1.161  0.856  2.689
H  1.879  0.019  0.491
H  0.874  -1.464  0.701
H  -1.736  -0.117  -1.505

Values from the calculation:
Charge: 0
Spin multiplicity: 3
E_tot (eV): -15656.522
Relative energy (zero: lowest compared OMol25 entry of this formula, charge and spin) (eV): 3.123
HOMO (spin up / spin down) (eV): -4.060 / -9.345
Expectation value of S²: 2.01

natural (NBO) atomic charge list, values in e, 4 entries: -0.80 -0.64 -0.78 -0.69

***

The following is a quantum chemistry calculation of C21H11Br2F5N4O2PtS as an isolated structure, from OMol25.

Element x y z (Å)
Pt  0.516  0.475  -0.673
Br  -1.453  1.057  5.725
C  -0.948  0.953  3.941
C  -0.474  2.078  3.280
C  -0.094  1.946  1.961
N  -0.183  0.774  1.324
C  -0.663  -0.320  1.944
C  -1.048  -0.259  3.266
C  -0.746  -1.551  1.115
C  -1.374  -2.704  1.526
C  -1.406  -3.793  0.659
Br  -2.255  -5.358  1.185
C  -0.818  -3.701  -0.592
C  -0.232  -2.506  -0.946
N  -0.181  -1.467  -0.105
H  -0.397  3.034  3.778
H  0.277  2.784  1.386
H  -1.419  -1.132  3.782
H  -1.842  -2.775  2.497
H  -0.838  -4.527  -1.288
H  0.211  -2.369  -1.923
C  -4.837  0.163  -2.770
N  -3.616  0.868  -2.340
C  -3.508  2.217  -2.447
C  -2.404  2.913  -2.082
C  -1.335  2.133  -1.604
O  -0.183  2.553  -1.222
N  -1.447  0.800  -1.507
C  -2.592  0.084  -1.815
O  -2.710  -1.109  -1.658
H  -5.620  0.898  -2.925
H  -5.136  -0.542  -2.002
H  -4.648  -0.378  -3.694
H  -4.378  2.718  -2.849
H  -2.335  3.985  -2.165
F  7.211  -0.915  1.077
C  6.157  -0.391  0.527
C  6.296  0.436  -0.590
F  7.492  0.678  -1.075
C  5.173  0.977  -1.160
F  5.293  1.755  -2.209
C  3.866  0.713  -0.640
S  2.576  1.445  -1.427
C  3.780  -0.124  0.502
F  2.582  -0.386  1.031
C  4.887  -0.673  1.074
F  4.800  -1.459  2.127

Values from the calculation:
Charge: +2
Spin multiplicity: 5
E_tot (eV): -199747.085
Relative energy (zero: lowest compared OMol25 entry of this formula, charge and spin) (eV): 0.000
HOMO (spin up / spin down) (eV): -14.748 / -14.697
Expectation value of S²: 6.03

natural (NBO) atomic charge list, values in e, 4 entries: 1.30 0.22 -0.03 -0.25

***

The following is a quantum chemistry calculation of a 2-piece molecular cluster, C5H14NO overall, from OMol25.

Element x y z (Å)
C  0.001  -0.276  2.194
C  0.498  -0.196  0.771
N  -0.653  -0.569  -0.170
C  -1.312  0.704  -0.618
C  -0.114  1.605  -0.829
C  0.776  1.266  0.370
H  -0.207  -1.283  2.562
H  -0.959  0.227  2.362
H  0.714  0.204  2.860
H  1.237  -0.952  0.553
H  -1.166  -1.381  0.145
H  -0.156  -0.890  -1.011
H  -2.005  0.550  -1.423
H  -1.864  1.072  0.251
H  0.342  1.504  -1.804
H  -0.398  2.646  -0.690
H  0.455  1.875  1.207
H  1.814  1.473  0.162
H  1.604  -2.052  -2.327
H  0.574  -3.058  -2.625
O  0.820  -2.471  -1.940

Values from the calculation:
Charge: +1
Spin multiplicity: 1
E_tot (eV): -8943.663
Relative energy (zero: lowest compared OMol25 entry of this formula, charge and spin) (eV): 0.345
HOMO (eV): -16.036

natural (NBO) atomic charge list, values in e, 4 entries: -0.65 -0.04 -0.52 -0.22

***

The following is a quantum chemistry calculation of a 2-piece molecular cluster, C4H5BrCl2 overall, from OMol25.

Element x y z (Å)
C  1.624  -0.253  -1.570
C  0.701  -0.869  -0.901
C  -1.436  0.752  0.690
C  -0.151  0.133  1.128
Cl  -0.514  -1.306  1.931
Cl  1.108  1.112  1.691
Br  -0.132  -2.530  -1.022
H  2.121  -0.652  -2.436
H  2.084  0.769  -1.189
H  -1.884  1.200  1.514
H  -1.416  1.722  0.022
H  -2.104  -0.078  0.142

Values from the calculation:
Charge: 0
Spin multiplicity: 1
E_tot (eV): -99312.232
Relative energy (zero: lowest compared OMol25 entry of this formula, charge and spin) (eV): 3.123
HOMO (spin up / spin down) (eV): -8.436 / -8.439

natural (NBO) atomic charge list, values in e, 4 entries: -0.53 -0.12 -0.69 -0.10

***

The following is a quantum chemistry calculation of a 3-piece molecular cluster, C7H9Cl3N overall, from OMol25.

Element x y z (Å)
Cl  2.443  9.841  -15.876
Cl  7.433  15.107  -12.503
C  7.541  14.153  -14.017
C  6.162  13.950  -14.716
Cl  5.549  15.407  -15.601
H  8.040  13.214  -13.776
H  8.313  14.498  -14.704
H  5.381  13.599  -14.042
H  6.193  13.135  -15.439
N  8.924  8.953  -14.711
C  8.858  9.526  -15.973
C  10.037  10.036  -16.593
C  11.274  10.020  -15.892
C  11.332  9.662  -14.551
C  10.159  9.062  -14.061
H  7.859  9.588  -16.378
H  10.091  10.387  -17.613
H  12.080  10.485  -16.439
H  12.263  9.765  -14.013
H  10.161  8.549  -13.110

Values from the calculation:
Charge: -1
Spin multiplicity: 1
E_tot (eV): -46463.516
Relative energy (zero: lowest compared OMol25 entry of this formula, charge and spin) (eV): 1.375
HOMO (eV): -3.489

natural (NBO) atomic charge list, values in e, 4 entries: -1.00 -0.07 -0.40 -0.38

***

Which of these has the lowest E_tot? C21H11Br2F5N4O2PtS

***

Look up the spin multiplicity of the second one. 1

***

The highest E_tot belongs to which entry? C5H14NO

***

E_tot of number 8 (C7H9Cl3N)? -46463.516 eV